# 1
12
Properties=species:S:1:pos:R:3:forces:R:3:mulliken_charge:R:1 method="wB97M-V/def2-TZVPD" homo_lumo_gap_ha=0.3766 lumo_energy_ev=0.68 smiles="NNC(=O)CS" e_homo_ev=-9.57 total_charge=0
N 1.889 -1.190 -0.111 1.307 0.131 -0.452 -0.8090
N 0.557 -0.805 -0.053 0.465 0.225 0.420 0.1100
C 0.323 0.527 -0.065 -0.427 0.792 -0.138 0.4694
O 1.188 1.409 -0.056 -0.547 -1.383 0.056 -0.6566
C -1.126 0.945 -0.109 -0.382 -0.697 0.794 -0.4011
S -2.343 -0.456 -0.154 0.071 0.796 0.090 -0.3190
H 2.406 -0.847 0.713 -0.625 -0.217 -0.274 0.2803
H 2.266 -0.609 -0.869 0.321 -0.461 0.213 0.2815
H -0.115 -1.552 -0.222 0.086 0.864 0.186 0.2533
H -1.297 1.628 0.727 -0.149 -0.319 0.033 0.3144
H -1.263 1.552 -0.974 -0.203 0.237 -0.818 0.3276
H -2.484 -0.602 1.174 0.084 0.032 -0.111 0.1490

---

# 2
171
Properties=species:S:1:pos:R:3:forces:R:3:mulliken_charge:R:1 method="wB97M-V/def2-TZVPD" homo_lumo_gap_ha=0.3655 lumo_energy_ev=-1.40 e_homo_ev=-11.35 total_charge=+1
C 1.832 -3.938 4.172 0.050 0.420 0.070 -1.4414
C 2.689 -3.365 3.042 0.058 -0.264 0.209 0.6691
C 2.340 -3.888 1.642 0.026 -0.076 0.079 -1.6428
C 1.390 -3.067 0.764 -0.128 -0.002 0.117 -0.3625
C -0.098 -3.284 1.061 0.089 0.193 -0.072 -0.7458
C -0.883 -2.340 0.151 0.033 -0.263 -0.115 0.0938
C -2.348 -2.688 -0.155 0.181 -0.112 0.193 -1.7348
C -3.419 -2.216 0.831 -0.281 0.147 0.082 0.8121
C -3.750 -0.707 0.733 0.139 -0.057 -0.229 -1.4132
C -3.135 -2.647 2.273 -0.314 -0.038 0.071 -1.2089
N -0.752 -0.973 0.762 -0.109 -0.161 0.043 1.3492
C 0.664 -0.547 1.157 0.507 0.100 0.275 2.6306
C 0.649 -0.432 2.693 -0.186 0.086 0.100 -1.6053
C 1.876 0.251 3.310 0.165 -0.105 0.195 -0.6415
C 1.687 1.719 3.691 0.031 0.179 -0.053 0.7086
C 3.001 2.408 4.101 0.173 -0.141 0.006 -0.5938
C 3.072 2.706 5.587 0.163 -0.395 0.259 -0.7142
O 4.147 3.625 5.833 -0.248 0.144 -0.730 -0.3288
C 3.948 4.465 6.889 0.139 0.286 -0.613 0.6785
C 3.768 5.892 6.475 0.158 0.205 0.030 -0.9250
O 3.910 4.073 8.004 -0.223 -0.412 1.135 -0.5202
C 0.931 0.823 0.523 -0.267 -0.266 -0.328 -1.0790
C 0.691 0.896 -1.000 0.111 0.000 0.194 -0.6591
C -0.003 2.187 -1.446 0.051 -0.072 -0.262 -0.2494
O 0.424 3.325 -0.717 0.087 0.057 0.033 -0.4409
C -0.483 3.896 0.197 -0.061 -0.023 -0.033 -0.5185
C 1.719 -1.559 0.678 -0.124 0.195 -0.475 -0.6566
H 1.912 -5.024 4.231 -0.128 -0.012 -0.098 0.3738
H 2.169 -3.543 5.135 -0.001 -0.042 -0.031 0.3796
H 0.780 -3.657 4.081 -0.053 -0.208 -0.027 0.0521
H 3.729 -3.632 3.242 -0.017 0.053 -0.013 0.5303
H 2.669 -2.276 3.087 0.017 0.010 -0.126 -0.4865
H 1.902 -4.887 1.754 0.076 -0.017 -0.069 0.5747
H 3.267 -4.027 1.082 -0.025 0.099 0.007 0.4162
H 1.512 -3.453 -0.255 0.061 -0.033 0.063 0.3084
H -0.332 -3.090 2.111 -0.099 -0.172 0.011 -0.4289
H -0.372 -4.314 0.830 -0.035 0.009 0.117 1.0519
H -0.328 -2.307 -0.791 -0.117 0.160 -0.025 0.6635
H -2.391 -3.780 -0.180 -0.038 0.043 -0.099 0.4307
H -2.606 -2.354 -1.163 0.012 0.091 0.050 0.3218
H -4.327 -2.743 0.536 0.160 -0.094 -0.118 0.6916
H -3.328 -0.120 1.554 -0.060 0.003 0.032 0.1889
H -3.387 -0.278 -0.209 -0.045 -0.024 0.024 0.3408
H -4.827 -0.543 0.725 0.026 0.024 0.174 0.4111
H -2.675 -3.635 2.326 0.035 0.041 0.022 0.1189
H -4.072 -2.713 2.827 0.023 0.050 0.036 0.5989
H -2.524 -1.923 2.823 0.174 -0.064 0.044 -0.2722
H -1.185 -0.279 0.152 0.129 0.042 -0.053 0.4576
H -1.318 -0.981 1.612 -0.039 0.014 -0.021 -0.2184
H -0.252 0.124 2.995 0.050 0.004 0.012 1.3177
H 0.549 -1.430 3.128 -0.043 -0.031 -0.080 -0.5185
H 2.746 0.161 2.654 -0.059 -0.026 -0.028 -0.7008
H 2.140 -0.294 4.222 0.058 0.009 -0.055 0.7734
H 0.974 1.780 4.521 -0.094 -0.010 -0.084 0.3610
H 1.246 2.272 2.859 -0.034 -0.047 0.026 -0.5550
H 3.153 3.342 3.555 -0.110 0.007 0.037 0.4148
H 3.843 1.758 3.842 0.013 0.104 -0.039 0.0407
H 2.128 3.131 5.944 0.054 0.105 -0.034 0.4887
H 3.259 1.792 6.158 -0.141 0.022 0.013 0.1496
H 2.717 6.036 6.210 0.037 -0.034 -0.043 0.2372
H 4.005 6.549 7.308 -0.015 0.010 -0.053 0.3304
H 4.373 6.123 5.601 -0.003 0.031 0.015 0.3379
H 1.977 1.061 0.719 -0.096 0.172 0.159 -0.0307
H 0.305 1.560 1.030 0.057 0.029 0.035 0.2433
H 1.637 0.791 -1.530 -0.044 0.039 -0.014 0.5827
H 0.076 0.059 -1.356 0.064 0.007 -0.100 0.2421
H -1.095 2.076 -1.396 0.016 0.100 0.176 0.3179
H 0.249 2.354 -2.494 -0.075 -0.015 0.037 -0.0587
H -0.414 4.982 0.127 0.025 -0.034 -0.011 0.3190
H -0.251 3.608 1.231 -0.026 -0.017 -0.019 0.0378
H -1.513 3.600 -0.025 0.007 0.025 0.022 0.2982
H 1.948 -1.327 -0.366 0.001 0.057 0.062 1.3204
H 2.631 -1.311 1.220 0.026 -0.138 -0.037 -0.9506
O -4.781 -4.945 -0.395 0.031 -0.022 -0.165 -0.5794
C -4.749 -6.074 0.025 0.131 0.087 0.164 0.8792
O -4.701 -6.236 1.359 -0.070 -0.013 -0.020 -0.3526
C -4.762 -7.520 1.999 0.005 -0.078 0.067 -0.4249
C -3.403 -8.179 2.085 0.044 0.083 -0.062 -0.9636
C -4.692 -7.271 -0.889 -0.178 0.000 0.025 -1.1599
H -5.499 -8.154 1.507 0.011 0.007 -0.014 0.3694
H -5.140 -7.299 2.995 0.008 0.009 0.002 0.3464
H -2.995 -8.396 1.097 -0.026 -0.029 -0.005 0.2779
H -3.477 -9.116 2.637 -0.004 -0.004 0.012 0.3901
H -2.704 -7.525 2.607 -0.002 -0.012 0.025 0.2439
H -3.652 -7.429 -1.175 0.017 -0.010 0.003 0.2777
H -5.260 -7.036 -1.785 0.049 0.037 -0.023 0.3396
H -5.075 -8.190 -0.454 0.042 -0.005 0.013 0.3435
O 1.464 1.086 -4.262 0.037 -0.079 0.039 -0.5421
C 0.720 1.201 -5.202 -0.104 -0.048 0.037 0.7504
O -0.549 1.592 -4.948 0.043 0.037 -0.038 -0.3218
C -1.467 1.933 -6.002 -0.068 0.033 -0.059 0.1290
C -2.165 0.721 -6.580 0.054 -0.061 0.099 -1.1205
C 1.123 0.862 -6.610 0.098 0.205 -0.116 -1.2150
H -0.959 2.520 -6.766 0.023 -0.026 0.004 -0.1423
H -2.188 2.590 -5.516 -0.007 -0.013 0.016 0.3996
H -1.461 0.045 -7.064 0.004 0.022 -0.042 0.2160
H -2.895 1.033 -7.327 -0.005 0.012 -0.008 0.4212
H -2.684 0.171 -5.794 -0.021 0.007 -0.010 0.3249
H 1.023 -0.215 -6.752 -0.042 -0.015 0.046 0.4319
H 2.164 1.145 -6.737 0.029 -0.067 0.090 0.3417
H 0.550 1.379 -7.372 -0.027 -0.077 -0.044 0.3354
O -1.621 -4.413 5.358 -0.059 -0.051 -0.103 -0.5813
C -2.424 -3.621 5.776 0.081 0.086 -0.127 0.6351
O -3.718 -3.997 5.852 0.037 0.016 0.042 -0.3973
C -4.711 -3.189 6.501 -0.066 0.028 0.052 -0.5316
C -5.268 -2.105 5.601 0.101 -0.041 -0.092 -0.5530
C -2.024 -2.210 6.128 0.000 -0.172 0.360 -0.5527
H -4.317 -2.779 7.431 0.034 -0.002 -0.006 0.4017
H -5.491 -3.899 6.769 -0.007 0.002 -0.012 0.3687
H -4.499 -1.384 5.317 -0.003 0.022 0.007 -0.0583
H -6.065 -1.568 6.116 -0.015 -0.017 0.011 0.4341
H -5.679 -2.546 4.693 -0.028 0.011 0.018 0.2281
H -2.004 -1.622 5.217 -0.021 0.132 -0.106 -0.2023
H -1.019 -2.241 6.542 0.024 -0.023 -0.074 0.4642
H -2.676 -1.704 6.833 -0.036 0.028 -0.043 0.3931
O 4.903 -1.455 1.485 0.105 -0.085 0.074 -0.4813
C 5.583 -0.465 1.402 -0.180 0.053 -0.141 0.8561
O 4.948 0.693 1.117 0.019 0.029 0.134 -0.1027
C 5.614 1.968 1.112 0.018 0.083 -0.026 -0.4214
C 6.290 2.253 -0.210 -0.025 -0.091 -0.027 -1.3153
C 7.081 -0.495 1.545 -0.027 0.041 0.134 -1.4448
H 6.302 2.038 1.955 0.003 -0.014 -0.004 0.5198
H 4.813 2.684 1.293 -0.006 -0.001 -0.011 0.2748
H 7.087 1.539 -0.418 0.022 0.016 0.024 0.3123
H 6.724 3.253 -0.197 -0.003 0.013 0.003 0.4068
H 5.566 2.199 -1.022 -0.002 0.021 -0.003 0.3107
H 7.506 -0.770 0.579 0.011 0.004 -0.015 0.3394
H 7.333 -1.271 2.262 -0.011 -0.049 -0.046 0.3699
H 7.523 0.444 1.866 0.003 0.008 -0.044 0.3897
O -2.459 0.778 4.893 0.031 0.068 -0.235 -0.4386
C -2.548 1.677 5.691 -0.100 -0.120 0.101 0.8898
O -2.347 1.384 6.985 0.076 0.033 -0.033 -0.3615
C -2.309 2.383 8.019 -0.007 0.048 0.093 -0.3975
C -3.690 2.735 8.526 -0.038 -0.061 -0.082 -1.0488
C -2.939 3.076 5.282 0.160 0.024 -0.006 -1.3466
H -1.758 3.260 7.678 -0.005 -0.003 -0.015 0.3234
H -1.719 1.921 8.808 -0.004 -0.009 0.000 0.3599
H -4.305 3.187 7.747 0.018 0.032 0.004 0.2809
H -3.614 3.441 9.352 0.009 0.001 0.012 0.3994
H -4.199 1.839 8.881 0.002 0.005 0.023 0.2928
H -4.026 3.117 5.224 -0.017 0.006 0.008 0.3286
H -2.538 3.260 4.289 -0.045 -0.038 -0.029 0.2993
H -2.597 3.856 5.955 -0.040 -0.004 0.023 0.4037
O -0.811 0.987 -10.985 -0.006 0.011 -0.042 -0.5641
C 0.293 0.526 -11.077 0.014 0.077 0.014 0.7996
O 1.066 0.512 -9.970 -0.071 -0.092 0.094 -0.3112
C 2.340 -0.138 -9.906 0.194 0.039 0.009 -0.3077
C 3.458 0.742 -10.423 -0.083 0.071 -0.036 -1.0352
C 0.853 0.022 -12.385 -0.048 -0.136 0.051 -1.0992
H 2.312 -1.107 -10.407 -0.061 0.024 -0.036 0.3712
H 2.484 -0.331 -8.844 -0.011 -0.021 0.003 0.2590
H 3.337 0.965 -11.483 0.015 -0.032 -0.012 0.3007
H 4.420 0.248 -10.286 0.000 -0.010 0.012 0.3878
H 3.470 1.685 -9.877 0.019 -0.007 0.017 0.2622
H 1.251 0.876 -12.933 0.015 0.009 -0.007 0.2770
H 0.032 -0.399 -12.959 -0.021 0.061 -0.019 0.3243
H 1.637 -0.723 -12.285 0.024 0.037 0.002 0.3559
O 1.878 3.838 -7.116 0.040 0.063 0.077 -0.5137
C 1.175 4.723 -7.525 0.007 -0.109 -0.164 0.8142
O -0.050 4.387 -7.980 -0.012 0.061 0.107 -0.2691
C -1.023 5.352 -8.406 -0.072 0.041 -0.060 -0.4560
C -0.829 5.757 -9.851 0.085 -0.061 -0.009 -1.0733
C 1.642 6.155 -7.600 -0.077 0.010 0.127 -1.2852
H -1.027 6.210 -7.733 0.017 -0.004 -0.001 0.4244
H -1.976 4.840 -8.281 0.001 -0.010 -0.008 0.3425
H 0.127 6.259 -10.003 -0.011 0.032 0.019 0.2862
H -1.624 6.436 -10.158 -0.013 0.001 0.003 0.3925
H -0.856 4.875 -10.491 -0.020 -0.002 -0.004 0.2858
H 2.204 6.278 -8.526 0.001 0.006 -0.017 0.3090
H 2.315 6.330 -6.766 0.050 -0.033 -0.031 0.3365
H 0.845 6.893 -7.577 0.001 -0.003 -0.044 0.3797

---

# 3
14
Properties=species:S:1:pos:R:3:forces:R:3:mulliken_charge:R:1 method="wB97M-V/def2-TZVPD" homo_lumo_gap_ha=0.3406 lumo_energy_ev=0.46 smiles="C=C(C)I.O=CO" e_homo_ev=-8.81 total_charge=0
C -0.554 -2.480 -1.196 -3.269 -1.413 -2.089 -0.7915
C -0.442 -1.591 -0.248 -0.279 0.031 -0.785 0.3265
C 0.900 -1.319 0.275 1.040 1.926 -0.833 -0.9618
I -1.985 -0.205 0.037 -0.420 -0.497 0.221 0.0484
H -1.489 -2.772 -1.815 1.454 0.965 1.351 0.2098
H 0.285 -3.034 -1.509 1.092 -0.744 -0.012 0.2500
H 1.269 -0.496 -0.472 -0.374 -0.625 2.278 0.2188
H 1.618 -2.104 0.024 -0.432 -0.389 0.513 0.4195
H 0.828 -1.094 1.357 0.769 0.365 -0.769 0.2807
O 0.327 1.674 0.632 -0.041 1.222 1.022 -0.4416
C 0.102 2.779 1.042 0.838 1.728 0.844 0.2889
O -0.358 3.813 0.295 -0.411 -0.268 0.349 -0.4117
H 0.289 3.351 2.070 -0.043 -2.053 -1.447 0.2422
H -0.792 3.476 -0.491 0.077 -0.247 -0.643 0.3218

---

# 4
95
Properties=species:S:1:pos:R:3:forces:R:3:mulliken_charge:R:1 method="wB97M-V/def2-TZVPD" homo_lumo_gap_ha="0.2890 / 0.2099" lumo_energy_ev="-11.27 / -13.39" multiplicity=5 e_homo_ev="-19.13 / -19.10" total_charge=+4
Os -0.730 -0.593 0.051 -0.085 0.257 -0.631 2.2524
C -3.090 1.070 2.456 0.035 0.194 0.273 -0.6783
O -2.883 0.417 1.207 0.235 -0.303 -0.530 0.0277
C -4.099 -0.113 0.676 -0.141 -0.235 -0.501 -0.8300
C -3.932 -0.338 -0.822 -0.333 0.513 0.562 -0.2861
O -2.880 -1.255 -1.119 0.704 0.351 0.342 -0.0996
C -3.355 -2.579 -1.355 -0.047 -0.543 -0.018 -0.9102
H -3.765 1.921 2.335 0.065 -0.035 -0.028 0.3898
H -2.119 1.417 2.797 0.011 0.041 0.043 -0.1860
H -3.522 0.391 3.196 0.006 -0.069 -0.024 0.4242
H -4.913 0.603 0.833 0.036 -0.059 -0.013 0.6136
H -4.355 -1.048 1.190 0.008 0.094 0.002 0.3867
H -3.675 0.608 -1.307 -0.079 -0.077 0.061 -0.3701
H -4.880 -0.690 -1.240 0.137 0.002 -0.032 0.5974
H -4.122 -2.572 -2.132 0.080 0.072 0.035 0.4219
H -3.775 -3.022 -0.447 0.016 0.054 0.005 0.2904
H -2.514 -3.175 -1.702 -0.001 0.022 -0.041 0.2073
N 0.173 -4.714 -1.386 -0.220 0.219 0.406 0.1004
C 0.769 -4.280 -2.526 0.202 0.445 -0.282 -1.1039
C 0.814 -2.911 -2.442 0.155 -0.400 -0.420 -0.5151
N 0.254 -2.511 -1.277 -0.829 -0.072 0.985 0.3075
C -0.137 -3.622 -0.647 0.394 0.124 -0.568 -0.7286
C -0.827 -3.521 0.606 -0.160 -0.137 0.323 0.1125
N -1.068 -2.320 1.156 0.119 -0.762 -0.514 1.0563
C -1.774 -2.558 2.302 -0.409 -0.293 0.469 -0.9089
C -1.956 -3.905 2.446 -0.152 0.716 0.367 -1.0429
N -1.354 -4.493 1.378 0.328 0.364 -0.469 0.1169
H 0.012 -5.688 -1.168 -0.022 0.034 0.036 0.2041
H 1.098 -4.946 -3.296 0.113 -0.197 -0.150 0.4580
H 1.219 -2.223 -3.153 0.089 0.150 -0.205 0.5259
H -2.111 -1.759 2.934 -0.054 0.067 0.104 0.4637
H -2.449 -4.466 3.215 -0.108 -0.121 0.139 0.5061
H -1.342 -5.491 1.210 0.069 0.045 -0.038 0.2173
C -1.730 0.615 -5.784 0.104 -0.157 -0.063 -1.3159
C -0.496 0.108 -5.051 -0.096 0.035 -0.263 -0.5068
C -0.083 1.052 -3.933 -0.263 -0.362 -0.107 -0.5247
S -1.380 0.992 -2.635 0.200 0.974 -1.163 0.4011
O -0.535 0.960 -1.311 0.178 -0.716 1.317 -0.5048
C -2.008 2.716 -2.699 -0.090 -0.231 0.436 -1.0252
C -1.091 3.818 -2.180 0.300 0.016 -0.130 0.8215
C -0.109 4.427 -3.177 -0.133 -0.015 0.099 -1.6516
H -1.987 -0.054 -6.601 -0.090 -0.019 -0.020 0.4366
H -1.549 1.597 -6.215 -0.025 0.115 -0.011 0.3441
H -2.595 0.672 -5.121 -0.169 0.032 0.019 0.3073
H 0.329 0.032 -5.762 0.077 -0.024 0.100 0.5472
H -0.680 -0.891 -4.649 0.063 -0.086 0.003 0.1547
H 0.001 2.067 -4.307 0.013 0.090 0.130 0.4988
H 0.851 0.750 -3.460 -0.019 0.048 0.227 0.0834
H -2.920 2.690 -2.102 -0.077 -0.119 -0.028 0.5338
H -2.298 2.865 -3.736 -0.054 -0.107 -0.234 0.5757
H -0.557 3.445 -1.305 -0.086 0.072 0.106 -0.9436
H -1.747 4.623 -1.843 -0.093 -0.116 0.097 0.5847
H 0.740 3.784 -3.395 0.068 -0.057 -0.088 0.3975
H 0.284 5.349 -2.759 0.090 0.110 -0.011 0.4278
H -0.612 4.693 -4.105 0.042 -0.014 -0.105 0.3704
C 1.161 -2.075 4.253 0.161 0.844 -0.218 -0.6996
Si 1.297 -0.182 4.290 0.024 -0.065 0.507 0.2209
C -0.196 0.844 4.851 0.539 -0.552 -0.414 -0.8120
C 2.985 0.526 4.760 -0.683 -0.177 -0.586 -0.8517
As 1.090 0.102 1.348 0.615 0.182 0.139 -0.0561
Si 1.511 2.899 1.015 0.124 0.213 0.119 0.1268
C -0.276 3.411 1.416 0.719 -0.292 -0.111 -0.6875
C 2.152 2.837 -0.770 -0.325 -0.255 0.768 -0.4687
C 2.816 3.363 2.308 -0.710 -0.339 -0.403 -0.9581
Si 3.415 -1.126 0.396 -0.071 -0.062 0.019 0.4280
C 4.726 -0.340 1.526 -0.700 -0.379 -0.380 -0.8799
C 3.370 -0.572 -1.424 0.111 -0.108 0.786 -0.2665
C 3.062 -2.970 0.721 0.134 0.810 -0.259 -0.8047
H 0.863 -2.441 5.234 -0.093 0.084 0.261 0.4922
H 2.122 -2.533 4.026 0.146 0.061 -0.039 0.3846
H 0.428 -2.430 3.533 -0.077 0.039 -0.015 0.0165
H -0.113 1.034 5.921 0.204 -0.043 0.185 0.5015
H -1.147 0.341 4.698 -0.031 -0.146 -0.090 0.2590
H -0.234 1.816 4.366 0.100 0.121 -0.083 0.2051
H 3.148 0.345 5.822 -0.177 -0.159 0.232 0.4409
H 3.050 1.601 4.620 -0.111 0.119 -0.030 0.2902
H 3.814 0.060 4.235 0.006 -0.132 -0.079 0.2441
H -1.005 2.703 1.027 -0.006 -0.054 -0.149 -0.1559
H -0.502 4.389 0.995 0.090 0.175 -0.166 0.5534
H -0.424 3.505 2.491 0.142 -0.061 0.101 0.4584
H 1.574 2.149 -1.382 -0.098 -0.024 0.003 -0.2970
H 3.197 2.537 -0.795 0.111 -0.020 0.142 0.5144
H 2.095 3.820 -1.233 -0.089 0.277 0.074 0.5009
H 2.385 3.544 3.289 -0.171 -0.041 0.084 0.3776
H 3.283 4.300 2.006 0.040 0.191 -0.239 0.4562
H 3.618 2.638 2.412 0.062 -0.105 -0.110 0.2326
H 4.507 0.691 1.794 -0.043 0.082 -0.070 0.1018
H 5.693 -0.344 1.026 0.106 -0.025 -0.261 0.4684
H 4.855 -0.918 2.438 -0.100 -0.100 0.060 0.3220
H 4.024 0.280 -1.592 0.024 0.127 0.075 0.4648
H 2.363 -0.309 -1.741 -0.132 0.012 0.022 -0.5326
H 3.730 -1.371 -2.070 0.055 -0.235 0.022 0.5001
H 2.207 -3.130 1.371 -0.131 0.046 0.165 0.0803
H 3.926 -3.432 1.190 0.209 0.022 0.158 0.5188
H 2.890 -3.503 -0.210 -0.075 0.035 -0.215 0.2783

---

| no. | DFT total energy (a.u.) |
| --- | --- |
| 1 | -662.72427 |
| 2 | -3338.12336 |
| 3 | -604.72427 |
| 4 | -5023.23002 |